[1]
Below is a cluster of 3 separate species, CH6O3 in total in a non-equilibrium geometry, with properties calculated with wB97M-V/def2-TZVPD.

Last column: Löwdin charge in e.
Cartesian coordinates (Å):
1 O 0.17258 1.23735 -0.48298  0.002
2 C -0.65394 1.38918 0.37910  -0.150
3 H -0.77328 0.82404 1.30280  0.096
4 H -1.57262 1.99855 0.16867  0.099
5 H -1.45484 0.52518 -1.13385  -0.021
6 H -2.37707 -0.34937 -2.01735  0.044
7 O -2.22232 -0.07534 -1.10965  -0.069
8 H 3.13282 -1.11334 0.76737  0.029
9 H 3.09271 -2.48880 1.40170  0.037
10 O 2.65597 -1.94745 0.72417  -0.066

## Properties
**Gap between HOMO and LUMO**: 11.07 eV
**Charge**: 0
**Spin multiplicity**: 1
**LUMO energy**: 0.56 eV
**Highest occupied orbital energy**: -10.5 eV
**SMILES string**: C=O.O.O

[2]
Below is a structure of composition CH6O4 in a non-equilibrium geometry, with properties calculated with wB97M-V/def2-TZVPD.

Last column: Löwdin charge in e.
Cartesian coordinates (Å):
1 O 2.62575 0.96302 1.53628  0.055
2 C 1.55567 1.00175 0.88043  -0.528
3 O 1.36443 0.86866 -0.28396  0.098
4 H 1.80119 2.24126 1.55373  0.304
5 H -1.88978 -0.25332 1.07856  0.159
6 H -1.89440 1.08747 2.73119  -0.058
7 H -1.58616 -0.42403 4.34572  0.314
8 O -1.43700 0.42008 3.26538  -0.343
9 H -2.57695 -1.70916 -5.32455  0.029
10 H -1.39280 -3.28416 -4.70819  0.287
11 O -2.72202 -2.68674 -5.00296  -0.316

## Properties
**Gap between HOMO and LUMO**: 3.67 eV
**Charge**: 0
**Spin multiplicity**: 1
**LUMO energy**: -4.08 eV
**Highest occupied orbital energy**: -7.7 eV

[3]
Below is a cluster of 2 separate species, CH6O4P in total in a non-equilibrium geometry, with properties calculated with wB97M-V/def2-TZVPD.

Last column: Löwdin charge in e.
Cartesian coordinates (Å):
1 C 2.36460 -0.41504 0.00825  -0.084
2 O -3.25249 -0.66691 -0.87307  0.046
3 O -1.17633 0.03787 0.06772  0.018
4 O -3.43642 1.18870 0.96522  -0.080
5 O 1.55629 0.75942 0.41266  -0.198
6 P -2.68900 0.24957 0.21326  0.754
7 H 2.90596 -0.62117 0.95069  0.098
8 H 3.06186 -0.16157 -0.76468  0.068
9 H 1.70771 -1.15209 -0.50682  0.091
10 H -2.76479 -1.23888 -1.39537  0.098
11 H -0.40544 0.43360 0.40522  0.057
12 H 2.12804 1.58649 0.51692  0.132

## Properties
**Gap between HOMO and LUMO**: 8.35 eV
**Charge**: +1
**Spin multiplicity**: 1
**LUMO energy**: -6.17 eV
**Highest occupied orbital energy**: -14.5 eV